No. 1
{
  "formula": "C5H14",
  "method": "ωB97M-V/def2-TZVPD",
  "molar_mass_g_mol": 74.17,
  "de_lowest_kj_mol": 80.7,
  "smiles": "CCC.CC",
  "max_force_ev_per_a": 2.702,
  "symbols": ["C", "C", "C", "H", "H", "H", "H", "H", "H", "H", "H", "C", "C", "H", "H", "H", "H", "H", "H"],
  "coordinates": [[1.24912, -0.65067, -1.14166], [1.06496, 0.46125, -2.19984], [-0.19449, 1.29325, -1.97285], [2.23534, -1.06177, -1.08976], [0.86760, -0.14713, -0.26708], [0.45405, -1.34565, -1.44555], [1.90841, 1.16519, -2.31892], [0.99181, -0.05988, -3.18889], [0.00479, 2.00332, -1.18593], [-0.53574, 1.66281, -2.93516], [-0.94034, 0.57413, -1.58094], [-1.19976, -0.53456, 1.68272], [-0.58936, -0.40192, 3.11714], [-0.56225, -0.15493, 0.92285], [-1.14501, -1.62963, 1.54733], [-2.16956, -0.07211, 1.74970], [0.49559, -0.23844, 3.01903], [-1.07533, 0.44173, 3.61869], [-0.85985, -1.30497, 3.66912]]
}

***

No. 2
{
  "formula": "C25H40ClF2InN11",
  "method": "ωB97M-V/def2-TZVPD",
  "molar_mass_g_mol": 682.94,
  "max_force_ev_per_a": 2.920,
  "total_charge": -1,
  "symbols": ["C", "C", "C", "F", "In", "F", "Cl", "H", "H", "H", "H", "H", "H", "H", "C", "C", "N", "H", "H", "H", "C", "C", "N", "H", "H", "H", "C", "C", "N", "H", "H", "H", "C", "C", "N", "H", "H", "H", "C", "C", "N", "H", "H", "H", "C", "C", "N", "H", "H", "H", "C", "C", "N", "H", "H", "H", "C", "C", "N", "H", "H", "H", "C", "C", "N", "H", "H", "H", "C", "C", "N", "H", "H", "H", "C", "C", "N", "H", "H", "H"],
  "coordinates": [[2.82437, 0.52673, -0.78665], [2.19357, 2.06599, -0.94941], [0.82939, 1.97578, -1.91263], [1.29677, 1.28109, -3.16641], [-0.82926, 0.77001, -0.88636], [-2.67006, 1.76722, -1.11384], [-0.81035, -1.47508, -1.94192], [3.79149, 0.41344, -1.45200], [3.11504, 0.29584, 0.34589], [2.04538, -0.28472, -1.18468], [1.98619, 2.58156, 0.08281], [3.01455, 2.67407, -1.55426], [0.44922, 3.06660, -2.20011], [-0.30080, 0.55560, 0.81935], [3.80474, -0.67571, -5.31646], [4.49201, -1.12084, -4.09266], [5.03500, -1.47252, -3.12563], [3.28636, 0.27705, -5.16554], [4.50611, -0.53461, -6.14569], [3.05539, -1.40291, -5.64684], [-5.11243, 1.08987, 1.61892], [-3.76236, 0.93282, 2.18531], [-2.69556, 0.80879, 2.63279], [-5.07719, 1.39928, 0.56903], [-5.68032, 0.15438, 1.66161], [-5.69253, 1.84533, 2.15952], [3.76880, -2.40767, 2.61899], [2.66610, -1.53742, 2.17755], [1.79476, -0.84985, 1.82870], [4.07998, -3.09880, 1.82857], [4.65165, -1.82720, 2.90722], [3.48355, -3.01416, 3.48519], [-5.13502, 2.24008, -3.81184], [-5.61565, 2.14443, -2.42332], [-5.99540, 2.06893, -1.32616], [-4.25258, 2.88373, -3.89104], [-4.85704, 1.25929, -4.21213], [-5.89949, 2.65594, -4.47678], [6.12351, 1.59378, 3.96956], [6.06587, 0.18502, 4.39410], [6.02039, -0.92810, 4.72961], [7.13934, 1.99657, 4.04099], [5.79902, 1.71680, 2.93080], [5.47948, 2.22900, 4.58698], [2.94660, -6.41987, 3.48757], [3.42877, -5.76166, 2.26183], [3.80967, -5.24156, 1.29328], [2.04239, -7.00898, 3.30150], [3.69686, -7.10119, 3.90274], [2.70332, -5.69184, 4.26876], [3.88823, 6.35171, -0.84105], [4.24343, 5.02141, -0.31924], [4.52418, 3.97029, 0.09308], [4.66731, 6.74894, -1.50022], [2.95837, 6.32443, -1.41904], [3.74610, 7.07813, -0.03384], [-6.93776, 0.32084, -6.94138], [-5.58769, 0.16380, -6.37499], [-4.52090, 0.03977, -5.92751], [-6.90253, 0.63026, -7.99127], [-7.50565, -0.61464, -6.89869], [-7.51786, 1.07631, -6.40078], [-3.50294, -3.16253, -4.71748], [-4.46398, -4.18710, -5.15887], [-5.22331, -4.99673, -5.50759], [-2.50550, -3.58549, -4.55792], [-3.39976, -2.36003, -5.45558], [-3.81169, -2.69754, -3.77517], [-8.77586, -1.26099, 3.66599], [-8.29370, -0.60277, 2.44025], [-7.91279, -0.08267, 1.47171], [-9.68007, -1.85009, 3.47992], [-8.02560, -1.94230, 4.08116], [-9.01914, -0.53295, 4.44718], [5.63638, -0.00504, 8.43990], [4.97575, 1.30716, 8.53911], [4.45368, 2.34397, 8.61749], [5.12269, -0.66409, 7.73206], [6.67340, 0.08882, 8.10043], [5.65765, -0.52126, 9.40559]]
}

***

no.,E_HOMO (Ha)
1,-0.4113
2,-0.1689